Entry 1:
{
  "formula": "C25H25NO4",
  "method": "ωB97M-V/def2-TZVPD",
  "symbols": ["C", "O", "C", "C", "C", "C", "C", "C", "C", "O", "C", "C", "C", "C", "C", "C", "C", "C", "C", "C", "O", "C", "C", "C", "N", "C", "C", "O", "C", "C", "H", "H", "H", "H", "H", "H", "H", "H", "H", "H", "H", "H", "H", "H", "H", "H", "H", "H", "H", "H", "H", "H", "H", "H", "H"],
  "positions_angstrom": [[0.35282, -5.95243, 0.51986], [0.67863, -5.14833, -0.58768], [0.64853, -3.79526, -0.45284], [0.30078, -3.13467, 0.72312], [0.30451, -1.75615, 0.78463], [0.67009, -0.98775, -0.32129], [0.70369, 0.45479, -0.31373], [0.41584, 1.27532, 0.71099], [0.48425, 2.72535, 0.52857], [0.59860, 3.19939, -0.61270], [0.37750, 3.59785, 1.70137], [0.47448, 3.11239, 3.02940], [0.33617, 3.93257, 4.10438], [0.07776, 5.31330, 3.93387], [-0.09251, 6.18673, 5.02361], [-0.32905, 7.52052, 4.82227], [-0.40277, 8.03923, 3.52309], [-0.23895, 7.21500, 2.44251], [0.00073, 5.84002, 2.62341], [0.17743, 4.97174, 1.50351], [0.13169, 5.51903, 0.29317], [1.01963, -1.66691, -1.49484], [0.99978, -3.04332, -1.58903], [1.33984, -3.73277, -2.89365], [0.25700, -3.96631, -3.82779], [-0.75222, -4.93651, -3.45221], [-1.93919, -4.31820, -2.70062], [-2.51154, -3.25787, -3.43633], [-1.55321, -2.24982, -3.68307], [-0.35194, -2.81115, -4.45770], [0.46138, -6.98036, 0.17717], [1.03410, -5.77811, 1.35846], [-0.67929, -5.78913, 0.84576], [0.02184, -3.69367, 1.60252], [0.02303, -1.27759, 1.70939], [1.00204, 0.92338, -1.24478], [0.10308, 0.89505, 1.66823], [0.69394, 2.06942, 3.19393], [0.42394, 3.54143, 5.10730], [-0.03334, 5.78429, 6.02487], [-0.45920, 8.18200, 5.66655], [-0.58918, 9.09330, 3.38058], [-0.29189, 7.59687, 1.43480], [0.30841, 4.78723, -0.36373], [1.31326, -1.08992, -2.36080], [2.08574, -3.13210, -3.42359], [1.77822, -4.70903, -2.67101], [-0.29266, -5.71713, -2.84696], [-1.13223, -5.38067, -4.38052], [-2.73286, -5.05573, -2.56575], [-1.61943, -3.94775, -1.71488], [-2.06403, -1.48535, -4.27142], [-1.22592, -1.81147, -2.72819], [0.39973, -2.03389, -4.59894], [-0.70705, -3.13691, -5.44330]],
  "forces_ev_per_a": [[-0.0787, -0.1896, 0.2405], [0.0447, 0.3626, -0.2672], [0.1524, 0.3530, -0.1368], [-0.0468, -0.3455, 0.0832], [0.0690, 0.1663, -0.2675], [-0.0367, -0.6346, 0.0118], [-0.0513, 0.7276, 0.3436], [0.1007, -0.5202, -0.3986], [0.0230, 0.2616, -0.1735], [-0.0547, 0.0458, 0.1168], [-0.0462, 0.5372, -0.2965], [-0.0422, 0.1222, 0.2885], [0.0574, -0.3744, 0.0091], [-0.0055, 0.1022, -0.4320], [-0.0343, 0.1690, 0.0852], [0.0300, -0.1833, 0.1712], [-0.0062, 0.0367, -0.2435], [-0.0284, 0.1222, -0.0364], [0.0159, 0.0259, 0.1797], [0.0750, -0.4697, 0.0000], [-0.0182, -0.0419, -0.1104], [-0.0291, -0.0160, 0.4024], [0.0644, -0.3210, 0.1161], [0.0295, -0.1164, -0.0601], [0.0249, 0.0004, -0.0200], [-0.2763, 0.0127, 0.0329], [0.1809, -0.2643, 0.0605], [-0.0936, -0.0518, -0.1476], [0.2332, 0.1591, -0.1135], [-0.2955, 0.0492, 0.0754], [-0.0199, 0.0567, 0.0741], [-0.0398, 0.0076, -0.0360], [0.0493, 0.0141, -0.0016], [-0.0184, -0.0658, 0.0632], [-0.0279, 0.0470, 0.1077], [0.0032, 0.0860, -0.0334], [-0.0003, -0.0923, 0.0947], [-0.0060, -0.0830, 0.0295], [0.0181, -0.0614, 0.0796], [0.0062, -0.0278, 0.0871], [-0.0046, 0.0218, 0.0786], [-0.0116, 0.0716, -0.0433], [-0.0073, 0.0675, -0.0541], [0.0203, 0.0715, 0.2396], [0.0419, 0.0704, -0.1255], [0.0287, -0.0489, 0.1012], [0.0901, 0.1347, -0.0512], [-0.0233, -0.0510, -0.0387], [-0.0651, -0.0665, 0.0892], [0.0702, -0.0082, 0.0534], [-0.0712, -0.0650, -0.0636], [0.0788, 0.0252, 0.0365], [-0.0928, -0.0207, -0.1342], [0.0338, 0.0457, -0.0629], [-0.0098, 0.1458, -0.0032]],
  "energy_ev": -36010.2536,
  "gap_ev": 7.36,
  "smiles": "COc1ccc(/C=C/C(=O)c2ccc3ccccc3c2O)cc1CN1CCOCC1",
  "de_lowest_kcal_mol": 41.6,
  "homo_energy_ev": -7.94
}

Entry 2:
{
  "formula": "H2N2O4S",
  "method": "ωB97M-V/def2-TZVPD",
  "symbols": ["N", "N", "O", "O", "O", "O", "S", "H", "H"],
  "positions_angstrom": [[2.07761, -0.23118, -0.09245], [0.80853, -0.18269, 0.09262], [2.85597, -1.31333, 0.05106], [-3.02221, 0.59612, 0.94032], [-1.72195, 0.81099, -1.11454], [-2.60935, -1.55785, -0.33876], [-2.02286, -0.28182, 0.22727], [-0.70457, 0.79014, -1.19631], [0.18524, -1.09131, 0.28397]],
  "forces_ev_per_a": [[0.0477, -1.0479, 0.5548], [0.9464, -1.5016, -0.4829], [-2.2183, 1.3095, -0.1476], [0.1706, -1.0817, -0.5460], [1.7223, -0.7230, -0.2281], [0.0460, 1.5698, 0.0925], [-1.2444, 0.3934, 0.4323], [-1.9122, -0.1780, 0.4878], [2.4419, 1.2594, -0.1628]],
  "energy_ev": -22034.4606,
  "total_charge": -2,
  "gap_ev": 6.76,
  "de_lowest_kcal_mol": 9.5,
  "homo_energy_ev": 0.04
}

Entry 3:
{
  "formula": "C3H4N2O",
  "method": "ωB97M-V/def2-TZVPD",
  "symbols": ["C", "N", "N", "C", "O", "C", "H", "H", "H", "H"],
  "positions_angstrom": [[-0.53678, 0.91953, 0.64821], [0.67643, 1.03657, 1.07579], [1.51839, -0.07172, 0.77770], [1.32241, -0.76309, -0.27119], [0.23350, -0.67174, -1.24549], [-0.93367, -0.09674, -0.38511], [-1.23834, 1.71655, 1.07004], [1.98692, -1.58282, -0.57017], [-1.54339, -0.95793, 0.09438], [-1.48548, 0.47137, -1.19417]],
  "forces_ev_per_a": [[1.4290, 1.1451, 0.7305], [-1.3456, -0.8687, -0.2629], [-0.1204, -0.1858, -1.1166], [-1.2353, -0.2195, -1.5449], [0.2055, 1.4932, 4.7310], [-0.5538, -0.8395, -1.8474], [0.6913, -1.2570, -1.0832], [-0.1269, 0.4367, 0.3311], [0.9799, 1.2544, -1.0853], [0.0763, -0.9589, 1.1476]],
  "energy_ev": -8200.5578,
  "gap_ev": 10.50,
  "smiles": "C1=NN=COC1",
  "de_lowest_kcal_mol": 76.7,
  "homo_energy_ev": -9.94
}